Entry 1:
14
Properties=species:S:1:pos:R:3:lowdin_charge:R:1 method="wB97M-V/def2-TZVPD" relative_energy_kcal_mol=88.56 gap_ev=9.2 charge=0 e_homo_ha=-0.302
C -0.0085 -1.0830 0.0930 -0.273
C -0.8080 -0.2152 0.8691 -0.417
C 0.6653 1.1500 -1.1498 -0.141
C 1.0099 -0.2740 -0.6680 -0.172
H 0.5402 -1.8581 0.6399 0.117
H -0.7788 -1.6413 -0.6722 0.167
H -0.2523 -0.0465 2.1528 0.167
H -1.7452 -0.8482 1.2847 0.150
H -1.6796 1.5614 0.9006 0.148
H 1.2373 1.6107 -1.8646 0.075
H 1.6812 -0.6455 -1.4300 0.101
H 1.6475 -0.2700 0.2139 0.104
N -1.1375 0.9136 0.3025 -0.074
N -0.3715 1.6460 -0.6718 0.049

Entry 2:
23
Properties=species:S:1:pos:R:3:lowdin_charge:R:1 method="wB97M-V/def2-TZVPD" relative_energy_kcal_mol=37.66 gap_ev=11.0 charge=+1 e_homo_ha=-0.540
C 0.4026 1.5474 -0.2123 -0.102
C 0.7145 0.2749 0.5893 -0.299
C 1.2626 0.5443 2.0052 -0.267
C 1.8991 -0.6967 2.6299 -0.108
H -0.5654 1.9652 0.0698 0.079
H 0.3720 1.3545 -1.2865 0.047
H 1.1503 2.3103 0.0029 0.085
H 1.4686 -0.3504 0.0815 0.108
H -0.2170 -0.3046 0.7124 0.094
H 0.4365 0.9276 2.6127 0.116
H 2.0045 1.3491 1.9500 0.112
H 1.1630 -1.4966 2.7714 0.075
H 2.2396 -0.5203 3.6522 0.078
H 2.7197 -1.0435 2.0041 0.074
C -2.1603 -0.9605 -2.0209 -0.119
C -2.6882 0.2487 -2.0119 0.090
N -0.7039 -1.1712 -1.8371 0.197
H -2.7007 -1.8604 -2.2721 0.123
H -3.6086 0.4581 -2.5428 0.092
H -2.2102 1.1222 -1.5807 0.072
H -0.1711 -0.3282 -2.0539 0.134
H -0.4800 -1.4299 -0.8661 0.140
H -0.3277 -1.9400 -2.3973 0.181

Entry 3:
26
Properties=species:S:1:pos:R:3:lowdin_charge:R:1 method="wB97M-V/def2-TZVPD" relative_energy_kcal_mol=90.28 gap_ev=8.3 charge=0 e_homo_ha=-0.291
C 1.9258 1.5622 0.5263 -0.148
C 1.8278 -0.8688 0.1230 -0.429
C 2.7225 0.3501 0.3861 -0.367
C 0.0107 0.5511 1.5311 -0.566
C 3.7940 0.5294 -0.7068 -0.020
C -3.6645 0.9731 0.1129 -0.109
C -2.3696 -1.1123 -0.0798 -0.126
N -2.4462 0.2533 0.3926 -0.348
O 1.9114 2.7071 0.3342 0.212
O -0.3533 0.8001 -1.0220 -0.323
O -1.3088 2.5009 0.4907 -0.296
S 0.6268 -1.0680 1.4871 0.862
S -1.0156 1.1238 0.2240 0.559
H 1.2776 -0.7290 -0.8067 0.071
H 2.4033 -1.7896 0.0912 0.088
H 3.1925 0.2138 1.3706 0.160
H -0.2767 0.9236 2.4957 0.044
H 3.7753 1.5424 -1.1000 0.084
H 3.6117 -0.1527 -1.5290 0.085
H 4.7822 0.3370 -0.2978 0.085
H -3.8983 0.9853 -0.9581 0.092
H -4.4886 0.5097 0.6539 0.090
H -3.5276 1.9931 0.4618 0.073
H -2.3232 -1.8000 0.7693 0.076
H -3.2386 -1.3564 -0.6905 0.087
H -1.4735 -1.2422 -0.6889 0.065

Entry 4:
46
Properties=species:S:1:pos:R:3:lowdin_charge:R:1 method="wB97M-V/def2-TZVPD" spin_multiplicity=4 gap_ev="7.7 / 7.8" charge=-1 e_homo_ha="-0.176 / -0.182" s_squared=3.760
Co -0.3055 0.9331 -1.4021 0.706
C -4.0080 0.0678 -1.4329 -0.026
C -3.3733 0.6015 -0.1843 -0.335
C -4.0841 0.7458 0.9989 -0.072
C -3.3965 1.1558 2.1408 -0.090
C -2.0495 1.4169 2.0802 -0.031
C -1.3890 1.3092 0.8354 -0.432
N -2.0859 0.9013 -0.2565 0.077
N -0.1107 1.5560 0.5593 -0.093
Si 1.2047 1.7033 1.6536 0.458
C 1.0374 3.2131 2.8399 -0.184
C 2.7977 1.9150 0.6299 -0.158
C 1.3104 0.1434 2.7706 -0.164
H -5.0168 0.4548 -1.5624 0.074
H -4.0605 -1.0198 -1.3689 0.083
H -3.3856 0.3376 -2.2834 0.072
H -5.1438 0.5385 1.0354 0.094
H -3.9298 1.2526 3.0774 0.098
H -1.4906 1.7071 2.9541 0.079
H 0.8379 4.1137 2.2664 0.018
H 1.9480 3.3734 3.4102 0.013
H 0.2254 3.0912 3.5508 0.001
H 3.0741 2.9599 0.5307 0.020
H 2.6405 1.5232 -0.3707 0.006
H 3.6397 1.3945 1.0763 0.017
H 0.4866 0.1099 3.4775 0.011
H 2.2346 0.0954 3.3377 0.014
H 1.2431 -0.7421 2.1515 0.002
O 0.5367 2.4287 -4.8869 -0.315
Cl 0.2948 2.7090 -3.5181 0.628
O 0.2995 4.1100 -3.3068 -0.317
O 1.2858 2.0783 -2.6992 -0.371
O -0.9843 2.1635 -3.1369 -0.383
O 0.6483 -1.6388 -0.2496 0.099
B 0.3904 -0.9631 -1.4698 -0.427
O 0.8054 -1.8277 -2.5028 0.124
C 1.2755 -2.9563 -1.9402 -0.227
C 1.7689 -4.1033 -2.5292 -0.006
C 2.1220 -5.1478 -1.6840 -0.117
C 1.9949 -5.0413 -0.3064 -0.117
C 1.5286 -3.8785 0.2920 -0.006
C 1.1704 -2.8406 -0.5440 -0.229
H 1.8526 -4.1887 -3.6024 0.112
H 2.4872 -6.0712 -2.1100 0.090
H 2.2402 -5.8905 0.3158 0.091
H 1.4325 -3.7940 1.3633 0.111

Electronic energy (computed, a.u.): -266.58088, -292.66422, -1351.27578, -3301.22449